{
  "formula": "C42H37N6O11S6SeW",
  "method": "wB97M-V/def2-TZVPD",
  "elements": ["W", "O", "C", "C", "C", "C", "C", "C", "C", "N", "N", "C", "O", "C", "C", "C", "C", "C", "C", "H", "H", "H", "H", "H", "H", "H", "H", "H", "H", "C", "C", "S", "O", "O", "C", "C", "N", "C", "N", "C", "C", "N", "O", "O", "C", "H", "H", "H", "H", "H", "H", "H", "H", "H", "H", "H", "H", "H", "S", "S", "C", "N", "C", "C", "C", "C", "C", "C", "H", "H", "H", "H", "H", "O", "C", "C", "C", "C", "C", "S", "C", "C", "C", "C", "S", "C", "C", "C", "C", "S", "H", "H", "H", "H", "H", "H", "H", "H", "H", "O", "Se", "O", "O", "O"],
  "xyz": [[0.56030, 0.07173, -1.13547], [-0.24641, 0.89367, -2.70675], [0.20403, 1.14774, -3.94460], [-0.69423, 0.99524, -4.99748], [-0.32840, 1.31890, -6.29182], [0.94487, 1.80518, -6.56629], [1.83950, 1.95693, -5.52356], [1.49490, 1.63233, -4.21203], [2.50219, 1.81433, -3.17825], [2.33657, 1.40879, -1.98540], [3.41320, 1.54934, -1.12185], [3.22877, 0.77217, -0.10781], [2.15892, 0.03949, 0.07506], [4.26161, 0.66962, 0.94688], [5.55344, 1.13594, 0.73155], [6.49830, 1.03997, 1.74070], [6.15784, 0.47994, 2.96535], [4.86795, 0.01203, 3.17924], [3.92072, 0.10287, 2.17133], [-1.67798, 0.60774, -4.77240], [-1.04358, 1.18528, -7.09410], [1.23519, 2.05492, -7.57817], [2.83881, 2.33280, -5.71391], [3.44927, 2.27624, -3.45281], [5.80075, 1.56403, -0.23002], [7.50630, 1.39663, 1.57011], [6.89939, 0.40372, 3.75100], [4.60016, -0.42618, 4.13266], [2.90354, -0.24060, 2.31953], [-2.05982, -7.26825, 1.83035], [-2.12916, -5.77175, 2.09259], [-1.69005, -5.43270, 3.78493], [-0.29163, -5.75226, 3.95286], [-2.66172, -6.05655, 4.64919], [-1.87843, -3.64915, 3.89588], [-0.79239, -2.99466, 4.75370], [-0.46309, -1.68145, 4.21199], [0.27239, -1.50568, 3.08302], [0.24553, -0.25036, 2.66262], [-0.51628, 0.42870, 3.54919], [-0.98927, -0.43245, 4.50311], [-1.85544, -0.13546, 5.58336], [-2.19050, 1.02770, 5.72471], [-2.22930, -1.05148, 6.31177], [0.95089, -2.60494, 2.35222], [-2.34020, -7.46903, 0.79729], [-2.74049, -7.80742, 2.48760], [-1.04851, -7.63865, 1.99010], [-3.13358, -5.37185, 1.94504], [-1.42621, -5.21252, 1.47335], [-2.88093, -3.46097, 4.27657], [-1.81568, -3.27632, 2.87184], [0.10897, -3.60103, 4.73346], [-1.11657, -2.88253, 5.77980], [-0.71463, 1.48611, 3.46259], [1.15019, -3.47630, 2.97265], [1.87557, -2.23130, 1.91555], [0.34400, -2.90053, 1.49278], [-1.25381, -0.79558, -0.41005], [-2.74678, -4.20493, -4.00670], [-1.34813, -3.16375, -3.85280], [-1.58749, -1.94028, -3.55837], [-2.94824, -1.72516, -3.41362], [-3.52330, -0.50688, -3.04576], [-4.89561, -0.43226, -2.92958], [-5.70035, -1.55387, -3.17113], [-5.14415, -2.76866, -3.52135], [-3.75744, -2.84753, -3.63629], [-0.34564, -3.56087, -3.95668], [-2.87925, 0.33845, -2.83451], [-5.35781, 0.50253, -2.63850], [-6.77550, -1.47066, -3.07336], [-5.76985, -3.63451, -3.69518], [0.25768, 1.74687, -0.21886], [-0.03555, 3.10808, -0.05538], [0.36816, 3.46239, 1.37313], [-0.25219, 4.28925, 2.26221], [0.42973, 4.36504, 3.50862], [1.55224, 3.59532, 3.53040], [1.76273, 2.74066, 2.06581], [0.73225, 3.95869, -1.05680], [1.97547, 4.50119, -0.91423], [2.44928, 5.11657, -2.10213], [1.54783, 5.03909, -3.12083], [0.12698, 4.22360, -2.64654], [-1.52990, 3.35572, -0.17354], [-2.17336, 4.52836, -0.44804], [-3.58310, 4.43013, -0.29550], [-3.96889, 3.18817, 0.10611], [-2.63582, 2.13667, 0.30816], [-1.16882, 4.81474, 2.03627], [0.09146, 4.95627, 4.34740], [2.24589, 3.45594, 4.34400], [2.54815, 4.43666, -0.00157], [3.41557, 5.59200, -2.19119], [1.64287, 5.42283, -4.12417], [-1.65408, 5.42867, -0.74051], [-4.27190, 5.23923, -0.49216], [-4.97165, 2.82555, 0.26667], [1.63979, -3.61857, -2.89239], [2.07674, -2.35767, -1.99855], [3.65060, -2.18790, -1.74566], [1.45584, -0.91398, -2.66587], [1.13976, -2.14333, -0.63182]],
  "multiplicity": 1,
  "homo_energy_ev": -5.942,
  "homo_lumo_gap_ev": 7.53,
  "charge": -1
}


{
  "formula": "C42H37N7O3Pb",
  "method": "wB97M-V/def2-TZVPD",
  "elements": ["Pb", "C", "C", "C", "C", "C", "N", "C", "C", "C", "C", "C", "C", "C", "N", "C", "C", "C", "N", "C", "C", "N", "C", "C", "C", "N", "H", "H", "H", "H", "H", "H", "H", "H", "H", "H", "H", "H", "H", "H", "H", "H", "H", "H", "C", "O", "C", "C", "C", "C", "C", "C", "N", "N", "C", "O", "C", "C", "C", "C", "C", "C", "C", "O", "H", "H", "H", "H", "H", "H", "H", "H", "H", "H", "H", "H", "C", "C", "C", "C", "C", "C", "C", "H", "H", "H", "H", "H", "H", "H"],
  "xyz": [[-1.06468, -1.75721, 0.70805], [-3.74286, 1.83614, -4.59367], [-2.76460, 0.97326, -3.83576], [-1.46602, 1.40541, -3.56815], [-0.59463, 0.63504, -2.82348], [-0.94608, -0.62725, -2.31125], [-0.06317, -1.34383, -1.49878], [1.19274, -1.60450, -2.01311], [1.40132, -1.69704, -3.41124], [2.63028, -1.94511, -3.98071], [3.75937, -2.15932, -3.19408], [5.10679, -2.47178, -3.79934], [3.57389, -2.12735, -1.82592], [2.34044, -1.84797, -1.23038], [2.33517, -1.82613, 0.20955], [3.37309, -1.42335, 0.97926], [3.09893, -1.77873, 2.27827], [1.85113, -2.40691, 2.21292], [1.38922, -2.43374, 0.96688], [-2.23879, -1.07491, -2.64097], [-3.12316, -0.27658, -3.36304], [-2.68137, -2.41341, -2.36301], [-3.12157, -3.29820, -3.28874], [-3.51651, -4.43010, -2.61718], [-3.28024, -4.13340, -1.26300], [-2.78435, -2.91273, -1.11792], [-3.22023, 2.60516, -5.16284], [-4.43592, 2.33903, -3.91319], [-4.34106, 1.24443, -5.28784], [-1.13988, 2.37511, -3.93409], [0.41372, 0.99163, -2.64021], [0.53941, -1.56454, -4.05134], [2.71360, -1.99956, -5.06267], [5.21852, -1.99108, -4.77196], [5.23577, -3.54777, -3.94551], [5.91659, -2.12636, -3.15579], [4.41777, -2.34937, -1.18207], [4.21117, -0.89509, 0.55664], [3.70605, -1.59802, 3.15027], [1.25563, -2.81650, 3.01480], [-4.11633, -0.66359, -3.56640], [-3.09619, -3.06522, -4.34197], [-3.91060, -5.34006, -3.04062], [-3.44923, -4.75307, -0.39310], [-0.86213, -5.11866, 4.00600], [-1.08470, -4.38688, 5.20472], [-0.91564, -3.03217, 5.28047], [-0.76542, -2.54384, 6.55397], [-0.60028, -1.17300, 6.80875], [-0.55971, -0.31019, 5.75340], [-0.69370, -0.76963, 4.42098], [-0.54903, 0.25662, 3.42232], [-0.27151, 0.13002, 2.17220], [-0.22900, 1.39053, 1.48927], [-1.43576, 1.67025, 0.83074], [-2.33702, 0.85517, 0.74886], [-1.57946, 3.03194, 0.24895], [-2.24409, 3.16517, -0.96703], [-2.42205, 4.42211, -1.52116], [-1.96918, 5.54996, -0.84326], [-1.33910, 5.41862, 0.38722], [-1.13302, 4.15897, 0.92986], [-0.97276, -2.14717, 4.14805], [-1.31764, -2.59416, 2.98594], [-0.89739, -6.16434, 4.30530], [0.12169, -4.90642, 3.58042], [-1.61816, -4.92025, 3.25345], [-0.79598, -3.25353, 7.37319], [-0.49105, -0.82125, 7.82646], [-0.40973, 0.75230, 5.91955], [-0.61478, 1.28139, 3.79599], [-2.61040, 2.27405, -1.46340], [-2.92673, 4.52832, -2.47514], [-2.11482, 6.53366, -1.27318], [-0.99721, 6.29666, 0.92209], [-0.63234, 4.04817, 1.88422], [1.03995, 1.50415, 0.71612], [1.70446, 2.85717, 0.71028], [2.40313, 3.29070, 1.83399], [3.03838, 4.52424, 1.83863], [2.99341, 5.33126, 0.70777], [2.31440, 4.89758, -0.42297], [1.67250, 3.66665, -0.41959], [1.69777, 0.80143, 1.21890], [0.89906, 1.14614, -0.30763], [2.44122, 2.65232, 2.71224], [3.57841, 4.85268, 2.71906], [3.49197, 6.29249, 0.70469], [2.27952, 5.52191, -1.30856], [1.13080, 3.33337, -1.29939]],
  "multiplicity": 1,
  "homo_energy_ev": -6.980,
  "homo_lumo_gap_ev": 7.35,
  "charge": 0
}